Record 1
Here is a molecular structure, C47H58NO4OsS2 in a non-equilibrium geometry from the OMol25 dataset. Energies are from wB97M-V/def2-TZVPD.

Last column: Mulliken charge in e.
Element x y z (Å)
1 Os -1.4614 -0.6978 -1.3863  3.73
2 C 1.0149 2.9068 2.1426  -1.14
3 O 0.5451 1.9892 1.1391  -0.15
4 C -0.2731 2.4120 0.1192  0.30
5 C -1.6891 2.4495 0.3412  0.24
6 C -2.2787 2.2027 1.7242  -1.51
7 C -2.4698 0.7732 2.1689  -0.10
8 C -3.2392 0.5803 3.2779  -0.78
9 C -3.6583 -0.7005 3.8208  -0.27
10 C -2.8639 -1.7249 3.3616  -0.14
11 C -1.9688 -1.5761 2.3275  0.40
12 C -1.2318 -2.8021 1.9222  -1.15
13 C 0.2165 -2.7025 1.5174  -0.11
14 C 1.2054 -2.6117 2.5029  -0.66
15 C 2.4703 -2.2417 2.0799  0.95
16 C 2.7850 -2.3245 0.7633  -0.27
17 C 1.8939 -2.6735 -0.2305  -0.48
18 C 2.2469 -2.5949 -1.6545  -1.51
19 C 2.2396 -1.2248 -2.3215  0.09
20 C 3.2014 -1.1521 -3.3429  -0.41
21 C 3.8386 0.0564 -3.6488  0.58
22 C 3.2595 1.2172 -3.0616  -0.84
23 C 2.1614 1.1592 -2.1900  -0.19
24 C 1.7076 2.4753 -1.5058  -1.69
25 C 0.2877 2.6871 -1.1275  -0.17
26 C -0.6049 3.0994 -2.1416  -0.28
27 C -1.9528 3.1985 -1.9671  0.12
28 C -2.4852 2.8910 -0.6981  -0.24
29 C -2.7989 3.5535 -3.1663  1.84
30 C -2.1770 3.0037 -4.4653  -1.64
31 C -2.9930 5.1194 -3.2749  -1.66
32 C -4.2220 2.9174 -3.0524  -1.49
33 C 1.5311 -0.0846 -1.9455  -0.11
34 O 0.3845 -0.0557 -1.2088  1.08
35 C 5.0797 0.2352 -4.5368  1.96
36 C 4.7698 1.1093 -5.7832  -1.48
37 C 5.5615 -1.1799 -4.8395  -1.74
38 C 6.0504 1.0608 -3.6843  -1.59
39 C 0.5584 -2.7183 0.1516  -0.18
40 O -0.4453 -2.6552 -0.7963  -1.49
41 C -0.8221 -3.9191 -1.4725  -1.08
42 C 3.4926 -1.8127 3.1338  2.14
43 C 4.7591 -1.1981 2.4918  -1.94
44 C 2.8696 -0.7591 4.0797  -1.34
45 C 3.8534 -3.1263 3.8720  -1.75
46 C -1.8277 -0.3745 1.6294  -0.12
47 O -1.0515 -0.3388 0.5765  -1.20
48 C -4.9614 -0.9166 4.6153  1.83
49 C -4.7820 -0.4320 6.0357  -1.64
50 C -6.0603 -0.0371 3.9354  -1.46
51 C -5.3432 -2.3978 4.6629  -1.73
52 H 0.7882 3.9586 1.8006  0.38
53 H 0.6656 2.6841 3.1535  0.32
54 H 2.1033 2.8158 2.2692  0.18
55 H -1.6304 2.7061 2.4762  0.26
56 H -3.2393 2.7386 1.8239  0.60
57 H -3.7348 1.4198 3.7827  0.61
58 H -2.9395 -2.6833 3.8802  0.04
59 H -1.3647 -3.5567 2.7033  0.44
60 H -1.7583 -3.1708 1.0282  0.06
61 H 0.9683 -2.8036 3.5496  0.48
62 H 3.7821 -2.1303 0.5021  0.70
63 H 3.2013 -3.1186 -1.9144  0.43
64 H 1.5250 -3.1945 -2.2232  0.45
65 H 3.4854 -2.0614 -3.8929  0.28
66 H 3.6797 2.2011 -3.2789  0.29
67 H 2.3209 2.5169 -0.6393  0.54
68 H 2.0405 3.2928 -2.1319  0.59
69 H -0.1347 3.3185 -3.0790  0.45
70 H -3.5442 3.0821 -0.5291  0.27
71 H -1.3568 3.6797 -4.8203  0.33
72 H -1.7078 2.0135 -4.3801  0.23
73 H -2.8810 2.9766 -5.2857  0.39
74 H -2.1063 5.7004 -3.4786  0.33
75 H -3.7803 5.2321 -4.0299  0.44
76 H -3.3863 5.4573 -2.2900  0.33
77 H -4.0938 1.8394 -2.7570  0.21
78 H -4.7249 3.3992 -2.1949  0.34
79 H -4.8609 2.9969 -3.9104  0.44
80 H 3.9011 0.6786 -6.3795  0.27
81 H 4.5396 2.1360 -5.4508  0.28
82 H 5.6511 1.1444 -6.4503  0.45
83 H 4.7377 -1.7227 -5.3107  0.35
84 H 6.4602 -1.2276 -5.4542  0.38
85 H 5.7418 -1.6848 -3.8566  0.37
86 H 5.6159 1.9651 -3.3209  0.43
87 H 6.3537 0.5694 -2.7596  0.35
88 H 7.0185 1.2799 -4.1790  0.36
89 H -0.0530 -4.7320 -1.2378  0.34
90 H -1.8576 -4.2294 -1.1628  0.23
91 H -0.8421 -3.6431 -2.5443  0.28
92 H 4.4842 -0.4358 1.7560  0.39
93 H 5.4688 -0.8102 3.2082  0.41
94 H 5.2484 -2.0127 1.9514  0.39
95 H 2.2538 0.0123 3.4615  0.06
96 H 2.1219 -1.2452 4.7081  0.35
97 H 3.5915 -0.2457 4.7242  0.42
98 H 4.1079 -3.8722 3.1185  0.36
99 H 4.7738 -2.9966 4.5034  0.41
100 H 3.1067 -3.5721 4.4921  0.35
101 H -4.5827 0.6323 6.1715  0.32
102 H -5.7330 -0.6366 6.5815  0.42
103 H -3.9336 -0.9144 6.6021  0.29
104 H -5.7935 1.0539 3.8577  0.28
105 H -6.2250 -0.4069 2.9274  0.37
106 H -7.0366 -0.2269 4.4242  0.40
107 H -4.5040 -2.9868 5.0750  0.38
108 H -6.2264 -2.6155 5.2640  0.39
109 H -5.5107 -2.7491 3.6141  0.35
110 S -1.8910 -0.4967 -3.4034  -0.62
111 S -5.3926 -3.3157 -0.3350  -0.37
112 C -4.1244 -2.3903 -0.8088  0.35
113 N -3.1089 -1.6776 -0.8115  -0.76

Summary:
spin multiplicity	5
expectation value of S²	6.024
ΔE to the lowest compared entry with this formula, charge and spin	59.8	kcal per mole
strongest force on any atom	5.89	eV/Å
E	-3068.4745	a.u.
charge	-1

Record 2
Here is a molecular structure, C47H60AsClN5O3PSiSn from the OMol25 dataset. Energies are from wB97M-V/def2-TZVPD.

Last column: Mulliken charge in e.
Element x y z (Å)
1 Sn 0.7383 -0.7450 0.8458  0.40
2 O 2.5979 -0.5450 3.9192  -0.54
3 C 3.6090 -0.5460 3.3053  0.14
4 O 3.5470 -0.5686 1.8862  0.63
5 C 5.0136 -0.5222 3.7343  0.49
6 C 5.4635 -0.4965 5.0451  -0.85
7 C 6.8332 -0.5016 5.2696  -0.57
8 C 7.7332 -0.5191 4.2090  -0.71
9 C 7.2881 -0.5363 2.8918  -0.86
10 C 5.9235 -0.5417 2.6715  0.45
11 P 4.9882 -0.5787 1.1420  0.85
12 C 5.0950 0.9411 0.2191  1.17
13 C 4.6233 2.0828 0.8711  -0.53
14 C 4.7589 3.3125 0.2566  -0.78
15 C 5.3253 3.3988 -1.0106  -0.57
16 C 5.8083 2.2648 -1.6450  -0.99
17 C 5.7210 1.0306 -1.0236  -0.37
18 C 5.0578 -2.1695 0.3376  1.22
19 C 4.9979 -2.3334 -1.0431  -0.20
20 C 4.9482 -3.6171 -1.5637  -1.02
21 C 4.9503 -4.7153 -0.7175  -0.56
22 C 5.0259 -4.5454 0.6603  -1.04
23 C 5.0820 -3.2730 1.1953  -0.69
24 H 4.7560 -0.4734 5.8633  0.58
25 H 7.2049 -0.4905 6.2849  0.46
26 H 8.7958 -0.5199 4.4107  0.47
27 H 7.9905 -0.5493 2.0687  0.55
28 H 4.1774 2.0180 1.8560  0.30
29 H 4.4387 4.2075 0.7685  0.51
30 H 5.4146 4.3650 -1.4895  0.47
31 H 6.2829 2.3490 -2.6132  0.48
32 H 6.1675 0.1577 -1.4802  0.59
33 H 4.9779 -1.4736 -1.6996  0.11
34 H 4.9100 -3.7590 -2.6350  0.50
35 H 4.9035 -5.7133 -1.1328  0.48
36 H 5.0517 -5.4058 1.3149  0.52
37 H 5.1504 -3.1368 2.2682  0.43
38 C 1.8787 -2.1113 -2.8176  -1.43
39 C 1.9246 -0.6411 -2.5303  0.18
40 C 2.3858 0.2525 -3.4761  -0.76
41 C 2.3386 1.6220 -3.2011  -0.89
42 C 1.8181 2.0654 -2.0089  -0.57
43 C 1.3507 1.1204 -1.0779  0.58
44 N 1.4597 -0.2111 -1.3450  0.53
45 N 0.7722 1.3665 0.1173  0.88
46 Si 0.0156 2.8730 0.6178  -0.26
47 C -1.1690 3.4597 -0.7343  -1.05
48 C 1.1790 4.3242 0.9323  -1.17
49 C -0.7588 2.3308 2.2498  -0.58
50 H 0.9903 -2.3308 -3.4143  0.36
51 H 1.8222 -2.6893 -1.8959  -0.07
52 H 2.7433 -2.4183 -3.4026  0.41
53 H 2.7471 -0.1107 -4.4277  0.54
54 H 2.6998 2.3336 -3.9326  0.52
55 H 1.7585 3.1172 -1.7698  0.51
56 H -0.6071 3.9524 -1.5305  0.40
57 H -1.8864 4.1869 -0.3516  0.44
58 H -1.7279 2.6497 -1.2040  0.33
59 H 1.8742 4.4784 0.1065  0.29
60 H 1.7541 4.1991 1.8510  0.32
61 H 0.5942 5.2407 1.0356  0.46
62 H -1.4676 1.5126 2.0996  -0.19
63 H -1.2862 3.1372 2.7602  0.43
64 H 0.0254 1.9654 2.9192  0.35
65 C 1.5857 -5.9723 0.4995  -1.29
66 As 0.9939 -4.0961 0.5511  0.29
67 C 0.3377 -4.1254 2.4003  -1.11
68 C -0.7051 -4.3551 -0.4067  -1.18
69 H 0.7718 -6.6285 0.8065  0.45
70 H 2.4275 -6.1159 1.1751  0.33
71 H 1.8955 -6.2487 -0.5076  0.39
72 H -0.4714 -4.8471 2.5107  0.44
73 H -0.0202 -3.1440 2.7144  0.19
74 H 1.1490 -4.4105 3.0698  0.39
75 H -1.4559 -4.7830 0.2571  0.42
76 H -0.5464 -5.0401 -1.2384  0.47
77 H -1.0799 -3.4123 -0.8043  0.22
78 C -4.3314 2.8718 0.7044  -1.85
79 C -5.3447 1.8964 1.3102  2.37
80 C -6.4972 2.7241 1.9021  -1.94
81 C -4.6774 1.1337 2.4722  -1.37
82 C -5.8862 0.8978 0.2255  1.64
83 O -6.5726 -0.1912 0.8212  -0.70
84 C -6.8456 1.6229 -0.7589  -1.27
85 C -7.4003 0.7995 -1.9449  -1.44
86 C -6.4934 0.7036 -3.1517  0.23
87 C -6.0912 -0.5275 -3.6624  -0.15
88 C -5.2174 -0.6117 -4.7352  -0.90
89 C -4.7421 0.5517 -5.3179  0.38
90 Cl -3.6169 0.4571 -6.6325  -0.21
91 C -5.1651 1.7905 -4.8617  -0.91
92 C -6.0388 1.8557 -3.7872  -0.01
93 C -4.7827 0.2401 -0.6262  -2.86
94 N -3.6332 -0.3416 0.0478  1.15
95 C -2.3527 -0.0869 -0.1971  -0.59
96 N -1.5960 -0.9172 0.5154  0.50
97 C -2.5077 -1.6787 1.1934  -0.86
98 N -3.7403 -1.3628 0.9158  -0.97
99 H -4.0355 3.6011 1.4610  0.57
100 H -4.7549 3.4262 -0.1348  0.26
101 H -3.4259 2.3636 0.3710  0.07
102 H -6.1002 3.3577 2.6949  0.54
103 H -7.2708 2.0940 2.3472  0.40
104 H -6.9554 3.3791 1.1623  0.35
105 H -4.7034 1.7417 3.3769  0.48
106 H -3.6302 0.9077 2.2647  -0.05
107 H -5.1947 0.1990 2.6747  0.36
108 H -7.3315 0.1435 1.3132  0.63
109 H -6.3603 2.5203 -1.1460  0.47
110 H -7.7070 1.9373 -0.1695  0.60
111 H -8.3218 1.2902 -2.2656  0.43
112 H -7.6698 -0.1984 -1.5949  0.39
113 H -6.4665 -1.4419 -3.2161  0.49
114 H -4.9119 -1.5743 -5.1225  0.45
115 H -4.8214 2.6918 -5.3505  0.44
116 H -6.3745 2.8277 -3.4441  0.44
117 H -4.4062 0.9504 -1.3584  0.52
118 H -5.2743 -0.5818 -1.1359  0.83
119 H -1.9711 0.6544 -0.8787  0.50
120 H -2.2419 -2.4641 1.8812  0.50

Summary:
ΔE to the lowest compared entry with this formula, charge and spin	20.7	kcal per mole
strongest force on any atom	0.89	eV/Å
E	-5867.2520	a.u.
charge	+2